1.
Density functional theory data (ωB97M-V/def2-TZVPD) for a structure of composition C18H23HfN2O6S4Se3Te.

Geometry as XYZ:
```
58
Properties=species:S:1:pos:R:3:forces:R:3:mulliken_charge:R:1
Hf -0.707398 -1.505600 0.183405 0.85 0.25 0.17 1.499
C 3.319676 0.971902 0.497391 0.02 0.00 -0.01 -0.822
C 3.753721 -0.233672 1.340255 0.01 0.05 0.03 -1.019
N 2.755396 -1.276229 1.489342 0.15 -0.08 -0.05 0.405
C 2.523232 -1.734300 2.834441 -0.02 0.08 0.01 -0.883
C 1.589653 -0.817782 3.632252 -0.01 -0.12 0.06 -0.697
S 0.111724 -0.177667 2.782078 -0.01 0.02 -0.28 0.182
C 0.469956 1.601101 2.757033 -0.08 0.01 -0.08 -0.760
C 1.785510 2.021650 2.108126 0.02 -0.04 0.07 -1.086
N 1.983192 1.423655 0.813802 0.05 0.01 0.00 0.512
H 4.084139 1.756074 0.649200 0.01 -0.01 -0.07 0.224
H 3.333950 0.706813 -0.560391 -0.05 -0.05 0.00 0.380
H 4.676507 -0.625019 0.894576 0.03 0.04 0.03 0.381
H 4.035342 0.118022 2.339361 -0.02 -0.02 0.01 0.397
H 2.932289 -2.050669 0.866910 -0.10 0.01 -0.03 0.354
H 2.093065 -2.730372 2.797347 0.00 -0.03 -0.01 0.146
H 3.451186 -1.820461 3.424135 -0.02 -0.01 0.03 0.312
H 1.230929 -1.369024 4.503028 0.03 0.00 0.00 0.513
H 2.125774 0.062636 3.988569 -0.04 0.02 0.02 0.401
H -0.377494 2.029519 2.220194 0.01 -0.01 -0.02 0.242
H 0.433377 1.970644 3.784500 -0.05 -0.03 0.02 0.630
H 1.803839 3.122306 2.080661 0.01 -0.01 0.02 0.368
H 2.613744 1.731489 2.758071 -0.01 -0.01 0.00 0.342
H 1.592699 1.979479 0.072589 -0.01 0.06 0.02 0.076
O -1.610857 1.931723 -1.966162 0.02 -0.07 -0.04 -0.591
S -1.823242 0.792289 -1.136000 -0.30 -0.08 0.01 1.687
O -1.625372 -0.564816 -1.699542 0.04 0.04 -0.01 -0.642
O -0.984361 0.758049 0.093159 -0.20 0.19 0.03 -0.310
C -3.582468 0.772630 -0.782330 -0.05 -0.09 -0.19 -0.041
C -4.284352 1.885231 -1.207235 -0.07 0.01 0.01 -0.346
C -5.676182 1.887191 -1.216699 0.04 -0.01 0.02 -0.657
C -6.367340 0.757477 -0.830352 0.04 -0.03 0.00 -0.588
C -5.670179 -0.360726 -0.382803 -0.04 0.03 -0.04 -0.546
C -4.288737 -0.366874 -0.353877 -0.03 0.14 0.17 -0.449
S -3.542133 -1.706878 0.573374 0.08 0.13 0.00 1.543
O -2.663702 -2.557972 -0.277647 0.15 0.27 -0.08 -0.605
O -4.606463 -2.380574 1.233494 0.09 -0.05 -0.02 -0.643
O -2.574558 -0.943004 1.402886 0.10 -0.06 -0.05 -0.492
H -3.730168 2.742606 -1.559390 0.00 0.00 -0.03 0.511
H -6.206095 2.771418 -1.544080 -0.01 0.01 -0.01 0.391
H -7.448648 0.739607 -0.851618 -0.01 0.00 0.00 0.389
H -6.196452 -1.230665 -0.017583 -0.01 0.00 0.01 0.515
Se 0.517138 -3.967810 0.141257 0.42 -0.14 0.63 -0.170
Se 0.192666 -6.199232 -0.114937 -0.32 0.06 -0.22 -0.561
Te 0.280801 -4.578604 4.206583 0.15 0.12 0.10 -0.367
Se -0.530577 -3.265595 2.229187 -0.36 -0.56 -0.33 -0.376
S 1.372083 -1.454985 -1.422671 -0.47 0.07 0.07 -0.418
C 1.509008 -0.215385 -2.685775 -0.04 -0.16 0.15 0.247
C 1.264734 1.137719 -2.499896 0.02 0.04 0.04 0.502
C 1.479558 2.049785 -3.522180 0.00 0.06 0.00 -0.854
C 1.957612 1.626587 -4.750492 0.02 0.02 -0.03 -0.497
C 2.206369 0.273886 -4.947891 0.02 0.02 -0.07 -0.516
C 1.981788 -0.634860 -3.930669 0.01 -0.12 -0.04 -0.782
H 0.888679 1.477222 -1.550753 -0.05 0.01 0.02 -0.018
H 1.268757 3.098037 -3.348819 -0.02 0.01 -0.01 0.411
H 2.135003 2.338655 -5.546406 -0.01 0.00 -0.01 0.372
H 2.574561 -0.077098 -5.904126 0.00 0.00 -0.01 0.353
H 2.169119 -1.689531 -4.086878 0.00 -0.01 0.00 0.453
```
Forces are in eV/Å.

For the molecular weight, the calculation gives 1034.6 g/mol. Its charge is -1. The calculation puts the energy relative to the best compared isomer or geometry (same formula, charge and spin) at 61.00 kcal per mole. The value obtained for the frontier orbital gap is 5.7 eV. The calculation puts the highest occupied orbital energy at -4.0 eV.

---

2.
Density functional theory data (ωB97M-V/def2-TZVPD) for a structure of composition C5H11N3O at a distorted geometry.

Geometry as XYZ:
```
20
Properties=species:S:1:pos:R:3:forces:R:3:mulliken_charge:R:1
C 2.289875 -1.172523 -1.431499 -0.30 -0.28 0.69 -1.476
C 1.844918 -0.539839 -0.073648 2.21 -0.77 -0.72 0.383
C 0.586838 -1.124431 0.503921 -1.18 -0.69 0.37 -0.811
C 1.047254 0.721060 -0.252595 0.76 1.41 -0.45 -0.796
C -2.305281 0.537725 0.143929 -0.56 -0.22 -2.01 -0.071
H 1.442165 -1.249758 -2.116150 -0.12 0.11 0.13 0.362
H 3.070054 -0.620299 -1.968543 -0.05 0.03 0.42 0.347
H 2.631568 -2.201618 -1.259747 0.12 0.22 -0.06 0.346
H 2.690691 -0.475007 0.635578 -0.31 -0.05 -0.47 0.377
H 0.465455 -1.025347 1.594382 0.33 0.04 -0.18 0.349
H 0.266291 -2.129249 0.217194 0.15 -0.03 -0.05 0.309
H 1.210105 1.418969 0.587452 -0.33 -0.06 -0.28 0.321
H 1.187353 1.206647 -1.227031 -0.07 0.30 0.32 0.320
H -2.570478 0.240529 -0.890525 0.51 -0.11 0.47 0.341
H -3.998611 1.621418 0.227622 0.53 -0.53 0.48 0.278
H -2.076748 1.645145 2.019066 -0.46 0.00 0.01 0.398
N -0.170469 -0.049860 -0.169969 -0.59 -0.75 -0.07 0.203
N -1.156207 0.497923 0.655447 -0.10 0.49 0.88 -0.625
N -3.391307 1.006356 0.792148 -0.63 1.32 1.28 -0.118
O -3.063465 1.692161 2.012968 0.11 -0.44 -0.74 -0.436
```
Forces are in eV/Å.

For the molecular weight, the calculation gives 129.2 g/mol. The calculation puts the energy relative to the best compared isomer or geometry (same formula, charge and spin) at 98.19 kcal per mole. The value obtained for the frontier orbital gap is 9.6 eV. The calculation puts the highest occupied orbital energy at -8.6 eV.

---

3.
Density functional theory data (ωB97M-V/def2-TZVPD) for an isolated molecule of CHBr2FO at a distorted geometry.

Geometry as XYZ:
```
6
Properties=species:S:1:pos:R:3:forces:R:3:mulliken_charge:R:1
O -0.053486 -1.229222 0.034533 -0.53 1.32 1.08 -0.356
C -0.109401 0.069555 -0.282093 1.15 0.63 -0.79 0.312
F -0.246092 0.194597 -1.620697 0.40 -0.12 1.82 -0.123
Br 2.048543 1.048770 0.219856 -2.25 -0.99 -0.52 -0.208
Br -1.425657 1.235159 0.636469 0.90 -0.90 -0.47 -0.022
H -0.213906 -1.318859 1.011933 0.34 0.06 -1.13 0.397
```
Forces are in eV/Å.

For the molecular weight, the calculation gives 207.8 g/mol. The calculation puts the energy relative to the best compared isomer or geometry (same formula, charge and spin) at 24.11 kcal per mole. The value obtained for the frontier orbital gap is 8.8 eV. The calculation puts the highest occupied orbital energy at -10.1 eV. Its SMILES is OC(F)(Br)Br.

---

4.
Density functional theory data (ωB97M-V/def2-TZVPD) for a cluster of 2 separate species, C6H15F3NSi in total at a distorted geometry.

Geometry as XYZ:
```
26
Properties=species:S:1:pos:R:3:forces:R:3:mulliken_charge:R:1
C -1.679372 2.031721 -0.356058 -3.65 -0.37 0.26 -0.879
C 1.811444 -1.198472 0.894986 -0.41 -0.02 -0.50 -0.997
C 1.038518 -2.334392 -1.195087 -1.76 0.89 -1.51 -1.670
C -1.931995 0.691799 -1.002592 1.27 -1.41 1.00 -0.342
C 0.743905 -1.162491 -0.282169 -0.91 0.07 2.02 1.230
C 0.528822 0.201042 -0.886440 -0.11 -1.15 -0.32 -1.217
N -0.643863 0.355017 -1.730483 -0.95 -2.93 -3.19 -0.147
F -0.942073 1.109182 2.581010 -0.36 0.14 -0.29 -0.244
F 0.864036 2.745696 3.465210 -0.08 -0.35 -0.13 -0.214
F 0.940565 0.145232 3.847843 0.25 0.47 -0.26 -0.209
Si 0.613628 1.318446 2.814759 0.17 -0.09 1.14 0.752
H -1.097109 2.664122 -0.963230 0.46 1.05 -0.87 0.425
H -2.719648 2.452994 -0.162345 1.51 -0.02 -0.24 0.331
H -1.225392 1.911272 0.586938 0.52 -0.08 0.95 0.075
H 1.553656 -2.127614 1.472153 0.45 1.15 -0.20 0.426
H 1.668320 -0.267873 1.487480 0.26 -0.80 -0.04 -0.150
H 2.903989 -1.241110 0.607943 -1.34 0.04 -0.11 0.345
H 1.231539 -3.163501 -0.577298 0.80 -1.06 0.56 0.453
H 1.825320 -2.034363 -1.862232 0.66 -0.47 -0.23 0.392
H 0.168941 -2.684307 -1.807525 0.49 0.53 0.25 0.424
H -2.761573 0.524547 -1.663492 -0.27 0.63 -0.62 0.443
H -1.985588 -0.143018 -0.310098 -0.40 0.26 0.61 0.319
H -0.275956 -1.417422 0.255050 1.55 0.51 -0.73 0.090
H 0.760453 1.122386 -0.433984 0.70 0.74 0.65 0.554
H -0.650039 1.089905 -2.449338 1.11 -0.11 0.15 0.382
H -0.740527 -0.588799 -2.331002 0.07 2.39 1.67 0.430
```
Forces are in eV/Å.

For the molecular weight, the calculation gives 186.3 g/mol. As for the spin multiplicity: 3. Its charge is +1. The value obtained for the frontier orbital gap (spin up / spin down) is 9.3 / 10.4 eV. The calculation puts the highest occupied orbital energy (spin up / spin down) at -12.6 / -15.7 eV.

---

For the records above, the corresponding DFT total energy values read -10373.951643 -436.490559 -5361.799362 -881.242261 hartree.